Below is 2 unconnected molecules or ions with the total composition C3H5FS, with properties calculated with ωB97M-V with the def2-TZVPD basis set.

## Properties
Energy above the lowest of the compared OMol25 structures with the same formula, charge and spin = 4.229 eV

Atoms and positions in Å:
C -1.274 0.827 -0.269
C -0.761 0.807 0.933
C 1.737 0.631 1.223
F -1.316 1.028 2.103
S 2.252 0.955 -0.417
H -2.266 0.924 -0.400
H -0.688 0.538 -1.154
H 1.681 1.472 1.856
H 1.733 -0.391 1.698
H 2.210 -0.328 -0.521

Results of the Mulliken charge analysis, in e, for atoms 1 through 5: number 1, C, carries -0.737; number 2, C, carries 0.327; number 3, C, carries -0.636; number 4, F, carries -0.200; number 5, S, carries -0.091